[1]
57
Properties=species:S:1:pos:R:3:lowdin_charge:R:1 method="wB97M-V/def2-TZVPD" multiplicity=3 homo_ha="-0.242 / -0.267" s_squared=2.01 de_lowest_kcal_mol=0.0
W -0.6775 0.0648 0.5305 0.651
P -0.5209 -2.1200 -0.2780 0.603
P 0.2660 2.1566 0.0336 0.596
Si -2.5363 0.5246 -1.0230 0.291
O 0.4405 0.2281 -3.2101 -0.009
N -0.2749 -0.1858 2.3068 -0.240
C 1.8890 0.2079 -5.0931 -0.019
C 0.0397 3.0684 -1.5254 -0.249
C 2.4085 -1.1222 -2.9281 -0.024
C -1.0400 -2.6888 -1.9259 -0.241
C -2.4581 0.6523 -2.9430 -0.357
C 0.8618 -3.2433 0.0408 -0.246
C 1.5685 -0.6347 6.0484 -0.113
C 1.6298 -0.8730 3.6361 -0.059
C 2.2594 -0.9601 4.8741 -0.114
C -0.6594 3.2112 1.2418 -0.274
C 0.2843 -0.3983 3.5312 -0.412
C -1.7932 -2.8805 0.8286 -0.275
C 1.4930 -0.1981 -3.6990 -0.463
C 1.9624 2.6519 0.4275 -0.253
C -0.4193 -0.0997 4.7376 -0.047
C 0.2350 -0.2082 5.9601 -0.111
H -1.0072 3.0733 -1.8470 0.033
H 1.6899 -3.0438 -0.6482 0.031
H 2.2558 2.2893 1.4182 0.049
H -3.2030 1.8474 -0.7612 -0.104
H -1.8337 -3.9542 0.5810 0.043
H 2.6540 2.2518 -0.3218 0.044
H -0.2798 4.2442 1.1533 0.043
H 2.8785 0.6674 -5.0816 0.085
H 1.8868 -0.6539 -5.7646 0.091
H 2.0631 -0.7180 7.0191 0.095
H -1.7401 3.2058 1.0419 0.033
H 0.4963 -4.2701 -0.1126 0.052
H 1.1650 0.9370 -5.4592 0.086
H -0.2979 0.0344 6.8753 0.095
H -1.4980 -2.7732 1.8823 0.038
H 2.1605 -1.1276 2.7123 0.093
H 0.3864 0.0319 -0.7555 -0.121
H -2.0830 -0.2674 -3.4023 -0.015
H 2.0179 3.7513 0.4166 0.051
H -2.7878 -2.4386 0.6829 0.032
H 2.4897 -0.7439 -1.9032 0.077
H 3.2997 -1.2815 4.9061 0.096
H -1.7937 1.4562 -3.2747 -0.015
H -2.0201 -2.2822 -2.2019 0.036
H 3.4078 -1.2040 -3.3707 0.082
H -1.0973 -3.7882 -1.8814 0.053
H -3.4550 0.8499 -3.3663 0.011
H -0.4811 2.8573 2.2683 0.037
H 0.6437 2.5881 -2.3046 0.036
H 0.3768 4.1043 -1.3617 0.053
H -1.4615 0.2244 4.6708 0.103
H -0.2971 -2.3772 -2.6713 0.029
H 1.9726 -2.1308 -2.8853 0.074
H 1.2143 -3.1392 1.0731 0.044
H -3.6364 -0.4967 -0.9321 -0.105

---

[2]
61
Properties=species:S:1:pos:R:3:lowdin_charge:R:1 method="wB97M-V/def2-TZVPD" homo_ha=-0.356
Al 1.1536 6.3972 3.2627 -0.144
F 1.8920 7.3474 2.0615 -0.207
F 1.2022 7.2063 4.7552 -0.204
F 1.9694 4.9022 3.3889 -0.218
F -0.4727 6.0912 2.8232 -0.211
O 0.4303 -2.9372 -0.5159 -0.097
N -1.9796 -2.2451 -1.2472 0.157
N -2.7697 -3.4582 0.6047 0.198
N -0.6617 -3.7795 -0.2327 0.107
C 1.2806 -2.7890 0.6192 -0.179
C 4.9869 -2.4406 -2.4536 -0.088
C -2.6193 2.5760 -0.6452 -0.223
C 4.3784 -0.3573 -1.2980 -0.076
C -2.8486 -0.1511 -2.1918 -0.183
C 4.6559 -1.8396 -1.0820 -0.400
C -3.7343 1.5282 -0.6043 -0.211
C 3.4656 -2.6416 -0.4965 -0.146
C 2.9608 -1.3216 1.6032 -0.032
C -3.9456 0.8840 -1.9735 -0.191
C 2.4202 -1.8395 0.2728 -0.353
C -1.8376 -3.1197 -0.3077 -0.393
C -2.6098 3.4827 0.5742 -0.185
C -1.7857 2.9677 1.7759 -0.212
C -3.1783 -1.4110 -1.4175 -0.153
C -1.4961 1.4654 1.8094 -0.123
H -3.6235 3.7426 0.8519 0.105
H 2.9923 -3.1459 -1.3299 0.108
H -1.0915 1.0637 0.8855 0.047
H -0.5769 -4.1907 0.6964 0.153
H 5.2445 -3.4880 -2.3394 0.078
H -4.6394 2.0367 -0.2915 0.115
H 5.1492 0.1084 -1.8990 0.080
H -2.3694 3.1777 2.6642 0.106
H -3.5108 0.7829 0.1564 0.082
H 0.7001 -2.3415 1.4341 0.127
H -4.9298 0.4257 -2.0247 0.113
H -2.7743 -0.3791 -3.2484 0.119
H 3.4683 -2.1412 2.1034 0.093
H -0.7341 1.3031 2.5662 0.068
H -2.8123 3.1787 -1.5285 0.112
H -1.8972 0.2317 -1.8334 0.111
H 5.5515 -1.9329 -0.4779 0.132
H -3.8785 1.6303 -2.7552 0.114
H 3.6765 -0.5208 1.4841 0.077
H -3.7237 -3.3637 0.2791 0.120
H 2.1395 -0.9424 2.2015 0.081
H -0.8745 3.5285 1.9093 0.098
H 1.6901 -3.7396 0.9612 0.138
H -2.3592 0.9052 2.1564 0.059
H -3.6411 -1.1642 -0.4712 0.114
H -1.6611 2.0966 -0.8149 0.094
H -1.2224 -2.0553 -1.8933 0.173
H 5.7926 -1.9038 -2.9349 0.075
H -2.1592 4.4172 0.2596 0.111
H 1.9757 -1.0580 -0.3292 0.136
H 4.3547 0.1871 -0.3613 0.067
H 3.8720 -3.3720 0.1974 0.120
H 4.0991 -2.3928 -3.0760 0.078
H 3.4298 -0.1797 -1.7968 0.082
H -3.8932 -1.9845 -2.0023 0.135
H -2.6207 -3.0372 1.5159 0.142

---

[3]
68
Properties=species:S:1:pos:R:3:lowdin_charge:R:1 method="wB97M-V/def2-TZVPD" charge=-1 homo_ha=-0.147
I 3.6081 1.6917 3.2294 0.386
S 0.6390 2.9561 1.0257 0.642
S -3.5538 -4.2532 0.9674 0.684
S 1.1625 -4.1248 0.7082 0.661
S 1.8344 6.9562 -5.1202 0.663
Al 4.1145 -0.1152 1.4208 -0.287
O 2.0115 -3.4632 -0.2548 -0.323
O 1.0975 3.2695 -0.3094 -0.334
O 5.9286 -0.3410 1.0980 -0.345
O 1.5694 6.3815 -6.4202 -0.338
O 0.6263 -3.4432 1.8631 -0.328
O -3.6330 -5.2769 1.9832 -0.311
O 1.5541 2.7427 2.1248 -0.635
O -2.7078 -4.3921 -0.1979 -0.343
O 1.9196 8.3846 -4.9158 -0.333
N 3.3812 -1.7894 1.9593 -0.125
C -0.5892 4.1633 1.5272 -0.228
C -0.1795 -4.9117 -0.1645 -0.258
C -0.4758 1.5649 0.9424 -0.221
C -1.9278 3.4213 1.5639 -0.227
C 1.9684 -5.6355 1.2349 -0.219
C -1.6276 1.9491 1.8630 -0.226
C 0.6861 6.2758 -3.9268 -0.228
C 2.9387 5.9230 -2.9829 -0.215
C 1.0889 -6.7846 0.7356 -0.221
C 1.5112 5.3732 -3.0047 -0.217
C 0.3568 -6.2938 -0.5158 -0.213
C 3.2988 6.1973 -4.4381 -0.236
C -5.6524 -2.7473 1.3914 -0.226
C -3.2118 -2.6853 1.7607 -0.208
C -5.2107 -3.8505 0.4378 -0.234
C -4.4480 -1.8117 1.5308 -0.220
H 2.9675 6.8538 -2.4082 0.120
H -2.5015 1.3157 1.6970 0.102
H 1.6848 -7.6768 0.5318 0.109
H 4.1504 6.8666 -4.5519 0.106
H -0.6023 4.9842 0.8105 0.095
H 3.4037 0.3287 0.0694 -0.090
H -5.1522 -3.4834 -0.5885 0.108
H -5.9034 -3.1741 2.3671 0.120
H -2.3177 -2.2456 1.3189 0.108
H 2.9601 -5.6631 0.7823 0.107
H -2.4209 3.5019 0.5900 0.112
H 3.9768 -2.2952 2.6233 -0.033
H -1.0141 -4.9800 0.5135 0.056
H 0.2388 7.1059 -3.3788 0.102
H 1.0797 5.3321 -2.0040 0.098
H 3.4757 5.2675 -4.9815 0.109
H -2.5992 3.8564 2.3074 0.109
H -0.8134 1.4698 -0.0916 0.107
H 1.0602 -6.2216 -1.3515 0.118
H -4.5826 -1.0989 2.3461 0.114
H 3.1412 -2.3932 1.1523 -0.069
H 1.5201 4.3534 -3.3989 0.124
H 2.0559 -5.6380 2.3207 0.104
H -6.5325 -2.2223 1.0163 0.114
H -0.0886 5.7169 -4.4507 0.101
H -0.4500 -4.3223 -1.0370 0.107
H -3.0462 -2.8740 2.8215 0.114
H 0.3564 -7.0480 1.5047 0.116
H 3.6355 5.2210 -2.5231 0.124
H -4.3258 -1.2358 0.6084 0.117
H 6.4456 -0.2538 1.9169 -0.032
H -5.8408 -4.7376 0.4838 0.107
H -0.4463 -6.9732 -0.8081 0.114
H 0.0415 0.6573 1.2537 0.118
H -1.3235 1.8391 2.9082 0.123
H -0.3111 4.5359 2.5135 0.104

---

[4]
66
Properties=species:S:1:pos:R:3:lowdin_charge:R:1 method="wB97M-V/def2-TZVPD" smiles="CCCOB(OCCNC[C@H](C)O)P(O)Cl.CCOC(=O)OC.CCOC(=O)OC" homo_ha=-0.308
Cl 1.8265 4.3636 -4.1257 0.202
P 1.1250 4.8389 -2.2227 0.614
O 3.4421 -6.4884 3.1583 0.125
O 0.1437 2.0625 -2.3335 -0.008
O -3.7534 2.8902 -3.1097 -0.039
O -0.0884 5.9118 -2.5420 -0.383
O 1.2762 -0.7836 3.3099 -0.005
O 4.1113 -6.3333 5.3128 0.037
O -0.8818 3.5933 -0.7955 0.056
O 2.7671 -4.8359 4.5397 0.008
O 0.9022 -0.2542 1.2533 0.042
O 2.9591 0.1272 2.1127 0.129
N -4.4203 2.7635 -0.4128 -0.062
C 1.8260 -0.2645 2.2081 -0.612
C -4.7730 3.7926 -2.6986 -0.427
C -5.8784 3.8785 -3.7383 -0.053
C 2.0347 -4.2656 3.4521 -0.036
C -0.6818 0.3872 -3.8708 -0.212
C 2.1746 -0.9053 4.4137 -0.049
C 3.4452 -5.9408 4.2293 -0.614
C 2.1452 -0.7782 -0.7864 -0.051
C -5.3395 3.4114 -1.3165 -0.193
C 6.2275 -7.1866 4.4381 -0.065
C -1.9527 2.6869 -0.4909 -0.141
C -1.7744 -0.1798 -2.9665 -0.086
C 4.9263 -7.5040 5.1416 -0.211
C 1.3376 0.2489 -0.0248 -0.201
C -3.1923 3.5006 -0.1339 -0.174
C -0.3670 1.8496 -3.6662 -0.211
B -0.0305 3.3137 -1.7944 -0.817
H 1.3835 -5.0026 2.9881 0.100
H -1.6697 0.1550 -1.9376 0.055
H 2.9313 -1.6588 4.2048 0.087
H 3.0804 -1.0020 -0.2746 0.076
H 0.2267 -0.2093 -3.7880 0.109
H 0.3746 2.1515 -4.4007 0.073
H 6.8617 -8.0725 4.4074 0.080
H 1.5816 -1.7076 -0.8840 0.083
H -1.6508 2.0802 0.3622 0.136
H 5.1136 -7.8608 6.1523 0.122
H -1.2617 2.4599 -3.8223 0.123
H -6.2876 2.8799 -3.9100 0.084
H 1.5770 -1.2204 5.2645 0.098
H -5.7695 4.2986 -0.8471 0.124
H 2.6566 0.0417 4.6445 0.098
H 1.4332 -3.4665 3.8697 0.078
H 6.7596 -6.3930 4.9637 0.082
H -3.1519 3.7304 0.9338 0.116
H -2.7648 0.0624 -3.3509 0.066
H -3.1533 4.4516 -0.6625 0.122
H 1.8964 1.1741 0.1149 0.131
H -6.6664 4.5589 -3.4273 0.086
H -4.2369 1.8193 -0.7120 0.102
H -2.1926 2.0573 -1.3446 0.086
H 2.3782 -0.4007 -1.7821 0.079
H -5.4550 4.2268 -4.6800 0.083
H -4.3148 4.7827 -2.6372 0.137
H -4.1225 2.2656 -3.7358 0.084
H -1.7115 -1.2681 -2.9625 0.074
H -1.0173 0.3034 -4.9078 0.114
H 4.3596 -8.2682 4.6108 0.123
H 0.2600 6.6337 -3.0733 0.035
H 2.7197 -3.8575 2.7093 0.104
H -6.1785 2.7276 -1.4779 0.118
H 0.4262 0.4838 -0.5644 0.096
H 6.0480 -6.8563 3.4162 0.075

---

[5]
72
Properties=species:S:1:pos:R:3:lowdin_charge:R:1 method="wB97M-V/def2-TZVPD" charge=+1 homo_ha=-0.422
I -0.5953 -2.7703 -0.8514 0.968
Br -0.5291 5.1362 -4.7383 0.583
Br 7.1780 0.9353 3.9312 0.605
Br 4.1542 -0.4669 2.0862 0.419
Br 0.9036 1.1264 -6.1189 0.654
Br -2.2347 -2.9151 -4.9666 0.583
Br 2.7334 -1.1896 -3.9088 0.622
Br -0.1083 7.6486 -7.3975 0.617
Br -5.2290 -2.5457 3.6331 0.659
Br -5.5326 -1.2852 -5.0564 0.612
Br -3.8278 -0.1051 1.3249 0.709
Br 4.2701 3.0559 4.6140 0.599
P 0.8731 -1.2120 2.1877 0.875
P 2.6832 -1.4227 0.7769 0.465
O -0.4991 0.1193 -1.0808 0.023
O 1.3083 -0.6762 4.8500 -0.218
O 2.3210 -0.2227 -0.2390 -0.452
N -1.4065 -1.9606 4.2638 0.104
N -0.5265 -4.1888 4.4951 0.080
N -1.8890 -3.6729 2.6775 0.087
C 6.4889 2.4458 2.9191 -0.708
C 0.6951 5.8910 -7.2266 -0.706
C -5.5991 -0.9322 1.3049 -0.642
C -3.8099 -0.6101 -5.6449 -0.708
C 5.9787 3.5413 3.8156 -0.677
C 1.8215 0.4743 -3.4893 -0.702
C -6.1365 -1.1052 2.6991 -0.679
C 0.5507 0.6430 -4.2697 -0.693
C 0.4959 -2.8308 2.8513 -0.254
C -0.2603 4.8812 -6.6488 -0.703
C 1.1093 -0.0441 3.6340 -0.349
C -0.5119 -0.7347 -0.2677 -0.941
C 2.6320 -1.1178 5.1471 -0.098
C -0.8818 -3.1254 3.5636 -0.699
C -0.4759 -0.4692 1.2142 -0.372
C -2.9569 -1.6746 -6.2805 -0.686
H -7.1882 -1.3783 2.6579 0.068
H -3.3333 -0.1823 -4.7675 0.043
H 0.1398 3.8757 -6.7486 -0.012
H -1.4061 -0.8435 1.6468 -0.025
H -2.0995 -1.2211 -6.7657 0.052
H 1.9198 0.6554 3.3725 0.061
H -0.0361 1.4625 -3.8584 0.056
H 3.3067 -0.2616 5.2698 0.082
H 0.9865 5.5932 -8.2312 0.060
H 2.5282 1.2759 -3.6800 0.057
H -2.5071 -2.9761 2.2798 0.021
H 6.6578 3.7553 4.6345 0.056
H -1.5378 -4.2866 1.9532 0.058
H 7.3162 2.7941 2.3056 0.065
H 2.5649 -1.6717 6.0847 0.105
H -0.4487 0.6210 1.3506 0.118
H -4.0220 0.1760 -6.3660 0.062
H -1.2425 4.9401 -7.1071 0.053
H -6.2261 -0.2639 0.7205 0.068
H -3.5084 -2.2782 -6.9946 0.054
H 5.6971 2.0673 2.2802 -0.002
H 0.1718 0.5220 3.7045 0.111
H 3.0317 -1.7797 4.3692 0.042
H 5.7938 4.4464 3.2423 0.063
H -6.0130 -0.2116 3.3022 0.055
H -0.1050 -3.7830 5.3277 0.088
H -5.4799 -1.8765 0.7841 0.057
H 1.5790 6.0112 -6.6083 0.050
H 1.5911 0.4278 -2.4285 0.007
H -1.5758 -1.1738 3.6428 0.039
H -1.3836 -4.6495 4.7918 0.087
H 1.3143 -3.0428 3.5475 0.089
H 2.1154 0.6550 0.1159 0.077
H -2.3285 -2.2006 4.6262 0.059
H -0.0419 -0.2676 -4.2879 0.034
H 0.5829 -3.5509 2.0294 0.065

---

[6]
55
Properties=species:S:1:pos:R:3:lowdin_charge:R:1 method="wB97M-V/def2-TZVPD" charge=+1 homo_ha=-0.265 de_lowest_kcal_mol=72.0
Br -16.2934 -21.7804 -35.8842 -0.994
N -10.9763 -22.5375 -30.5084 -0.240
N -16.1219 -28.8911 -35.3289 -0.259
C -17.3076 -29.6505 -33.1485 -0.140
C -10.0216 -21.4116 -30.0150 -0.081
C -11.0349 -22.6279 -32.0471 0.059
C -8.7330 -23.4743 -29.9952 -0.131
C -17.0109 -28.1376 -33.1121 -0.125
C -14.9021 -29.2367 -36.2309 -0.107
C -15.1486 -30.3422 -37.2262 -0.230
C -16.7862 -30.0579 -34.5127 -0.086
C -13.2450 -21.2242 -30.2737 -0.219
C -10.2577 -23.7727 -29.9845 -0.111
C -8.6071 -21.9483 -30.0943 -0.152
C -12.3938 -22.4080 -29.8672 -0.128
C -13.9026 -30.9048 -37.8933 -0.086
C -15.8114 -28.0119 -34.1219 -0.089
C -17.1414 -28.2155 -36.2264 0.041
C -14.5166 -21.3124 -29.4062 -0.084
H -7.8498 -21.6294 -29.3782 0.128
H -16.7167 -27.7605 -32.1326 0.121
H -13.5034 -21.2793 -31.3312 0.117
H -8.2327 -24.0452 -30.7774 0.118
H -13.4114 -31.6265 -37.2406 0.079
H -9.9890 -22.7297 -32.3366 0.106
H -17.5522 -30.4599 -35.1759 0.131
H -15.8618 -30.0156 -37.9830 0.114
H -10.6581 -23.9861 -28.9934 0.127
H -14.0734 -29.4491 -35.5554 0.135
H -12.8121 -20.2405 -30.0920 0.118
H -17.5227 -28.9830 -36.8999 0.103
H -8.3578 -23.8315 -29.0361 0.116
H -12.8335 -23.3612 -30.1606 0.137
H -15.6193 -31.1496 -36.6653 0.108
H -11.5712 -23.5228 -32.3629 0.111
H -17.9740 -27.9322 -35.5825 0.109
H -12.2146 -22.4302 -28.7923 0.129
H -10.2777 -21.2041 -28.9760 0.139
H -14.2744 -21.1680 -28.3533 0.080
H -16.7747 -30.1882 -32.3643 0.120
H -8.2606 -21.6296 -31.0774 0.113
H -15.2421 -20.5758 -29.7517 0.090
H -14.9672 -22.3027 -29.4715 0.079
H -10.1277 -20.5629 -30.6907 0.137
H -17.8499 -27.5466 -33.4794 0.111
H -11.5444 -21.7495 -32.4432 0.109
H -15.9458 -30.7453 -34.4157 0.130
H -14.7228 -28.2524 -36.6635 0.135
H -16.6050 -27.4207 -36.7448 0.121
H -15.6506 -27.0098 -34.5194 0.141
H -18.3744 -29.7486 -32.9476 0.123
H -10.5260 -24.6630 -30.5532 0.130
H -13.1575 -30.1631 -38.1808 0.082
H -14.0343 -31.4991 -38.7975 0.083
H -14.9262 -28.4699 -33.6805 0.132

---

[7]
71
Properties=species:S:1:pos:R:3:lowdin_charge:R:1 method="wB97M-V/def2-TZVPD" charge=+1 homo_ha=-0.422
P -1.7022 6.1125 1.7281 0.344
P 6.1002 6.2911 6.2816 0.303
O -3.2327 6.0844 2.1431 -0.052
O 4.9650 7.1303 6.9841 -0.074
O 0.1715 -6.7781 -3.7133 0.051
O 0.2369 1.5740 1.2624 0.063
O -1.3962 4.7414 0.9201 -0.160
O -1.4031 2.2996 -0.1158 0.133
O 7.2003 7.2591 5.7134 -0.081
O -0.8514 6.2608 2.9212 -0.223
O -4.8958 -7.7007 -3.3744 0.051
O 6.7639 5.4864 7.3162 -0.261
O -1.4462 7.3013 0.7103 -0.055
O 5.5414 5.3698 5.0629 -0.165
N -0.8961 -7.4795 -5.5169 0.039
N -3.2888 -6.3329 -4.0036 0.098
N 0.3350 -0.9154 -0.2703 0.222
N -1.7260 -0.8403 0.5237 0.225
N -1.1637 -2.4710 -1.0113 0.115
C -2.7066 -3.8410 -2.4412 -0.163
C 2.4996 5.0667 2.8547 -0.199
C -3.7131 -7.4089 -3.3314 -0.548
C -0.8633 -1.4241 -0.2597 -0.479
C 1.0313 4.5689 0.8066 -0.120
C -0.8068 -6.6918 -4.4418 -0.483
C -1.6435 -4.8949 -2.8012 -0.148
C -0.2699 3.9450 1.3727 -0.218
C -1.9455 -5.7125 -4.0802 -0.194
C -1.9647 -7.5365 -6.5177 -0.052
C -2.7666 -8.2646 -2.5114 0.029
C -0.4580 2.4940 0.8426 -0.381
C 3.8894 4.7950 3.4521 -0.180
C -2.4540 -3.1926 -1.0699 -0.143
C 4.1883 5.6457 4.6898 -0.242
C 2.3084 4.2105 1.5884 -0.189
H -0.4169 -2.8512 -1.5695 0.145
H 4.0614 6.7080 4.4517 0.129
H -0.6873 -4.3890 -2.9422 0.109
H 4.6514 5.0079 2.6950 0.121
H -1.3952 -0.1801 1.2124 0.124
H -1.3543 1.3807 -0.4057 0.093
H -2.4695 -3.9714 -0.3037 0.134
H -2.6467 -1.2335 0.6095 0.127
H -1.9652 -5.0070 -4.9101 0.152
H -3.6901 -4.3094 -2.4027 0.120
H 7.9172 6.6308 5.5657 0.091
H -2.0929 -8.8067 -3.1709 0.087
H 1.0677 -1.3366 -0.8137 0.142
H 0.9506 5.6600 0.7802 0.118
H -2.1992 -7.6532 -1.8181 0.072
H 3.4981 5.3869 5.5009 0.132
H -3.2783 -2.5051 -0.8723 0.118
H -2.2468 -6.5332 -6.8420 0.084
H 2.3120 3.1487 1.8537 0.109
H -3.3552 -8.9831 -1.9416 0.093
H 3.9697 3.7369 3.7216 0.124
H -3.6999 5.8443 1.3418 0.079
H 2.4140 6.1295 2.6028 0.124
H -0.1115 -8.1028 -5.6388 0.151
H 0.5626 -0.1372 0.3435 0.098
H -2.7236 -3.0685 -3.2110 0.122
H -0.2287 3.9035 2.4678 0.155
H 3.1634 4.3830 0.9259 0.119
H 1.7225 4.8351 3.5907 0.117
H 5.4530 7.4647 7.7462 0.099
H -1.9407 7.0665 -0.0764 0.083
H -4.0335 -5.8906 -4.5230 0.154
H 1.1496 4.2387 -0.2307 0.126
H -2.8396 -8.0440 -6.1052 0.082
H -1.6220 -8.0995 -7.3882 0.093
H -1.5333 -5.5745 -1.9574 0.112